The following is a DFT calculation (ωB97M-V/def2-TZVPD) of a molecular structure, C5H7NO at a distorted geometry.

Geometry (Å):
O -0.65 1.66 -1.59
C -0.83 0.35 -1.11
C 0.41 -0.45 -0.77
C 0.64 0.36 0.53
C 0.77 -0.94 1.28
N -0.32 -1.30 0.29
C -0.90 0.11 0.39
H 0.19 2.00 -1.24
H -1.59 -0.13 -1.72
H 1.13 -0.94 -1.42
H 0.57 1.38 0.79
H 1.65 -1.58 1.14
H 0.49 -0.90 2.34
H -1.69 0.39 1.11

ΔE to the lowest compared entry with this formula, charge and spin: 117.7 kcal/mol
net charge: 0
electronic energy: -324.536848 Ha

The following is a DFT calculation (ωB97M-V/def2-TZVPD) of a molecular structure, CAg7O3 at a distorted geometry.

Geometry (Å):
Ag 18.01 -4.76 -8.17
Ag 18.87 -9.52 -7.58
Ag 15.76 -8.87 -6.59
Ag 18.54 -6.55 -5.15
Ag 17.78 -6.89 -9.20
Ag 20.65 -8.04 -5.60
Ag 19.84 -7.09 -7.96
C 18.00 -7.48 -7.07
O 16.95 -8.01 -7.55
O 18.91 -8.06 -6.42
O 18.27 -6.28 -7.35

ΔE to the lowest compared entry with this formula, charge and spin: 451.6 kcal/mol
net charge: +5
electronic energy: -1289.363138 Ha

The following is a DFT calculation (ωB97M-V/def2-TZVPD) of 13 unconnected molecules or ions with the total composition C99H214N10O13 at a distorted geometry.

Geometry (Å):
C -2.99 2.42 -7.22
C -3.86 1.17 -7.16
C -3.83 0.29 -5.93
O -5.10 1.55 -7.67
H -3.35 2.90 -8.13
H -1.92 2.26 -7.39
H -3.25 2.99 -6.33
H -3.60 0.57 -8.02
H -4.24 -0.69 -6.18
H -4.31 0.61 -5.01
H -2.78 0.10 -5.69
H -5.63 1.85 -6.93
C -7.13 4.37 -3.94
C -5.88 3.48 -3.91
C -5.62 2.74 -2.63
O -6.20 2.60 -5.00
H -7.21 5.10 -3.13
H -8.09 3.86 -3.99
H -7.12 4.94 -4.88
H -4.88 3.87 -4.08
H -6.34 2.88 -1.82
H -4.64 2.95 -2.19
H -5.72 1.69 -2.89
H -7.10 2.34 -5.19
C -0.82 -0.45 0.52
C -1.48 0.88 0.03
C -2.22 0.50 -1.27
O -2.47 1.24 0.99
H -1.42 -1.33 0.27
H -0.39 -0.48 1.53
H 0.03 -0.58 -0.15
H -0.84 1.70 -0.30
H -2.92 1.32 -1.48
H -2.88 -0.36 -1.15
H -1.58 0.44 -2.15
H -2.06 1.50 1.82
C -1.42 3.67 3.67
C 0.07 3.39 4.04
C 0.54 4.56 4.94
C 1.68 4.35 5.85
C 1.47 3.08 6.62
C 1.29 1.89 5.65
N 0.15 2.16 4.79
O -0.26 1.07 4.09
C 2.67 1.53 4.99
C 0.97 0.76 6.60
C 0.98 3.43 2.76
H -1.51 4.61 3.13
H -2.05 3.49 4.55
H -1.75 2.99 2.88
H 0.97 5.43 4.44
H -0.29 4.89 5.57
H 1.85 5.14 6.58
H 2.67 4.24 5.40
H 0.54 3.22 7.17
H 2.29 2.89 7.31
H 3.46 1.32 5.72
H 2.48 0.54 4.55
H 3.07 1.89 4.04
H -0.07 0.81 6.91
H 0.87 -0.16 6.03
H 1.73 0.45 7.32
H 1.04 4.42 2.32
H 0.57 2.71 2.05
H 2.01 3.09 2.92
H -1.04 0.78 4.56
C -2.15 -3.55 -3.11
C -3.44 -3.99 -3.76
C -3.27 -3.68 -5.24
C -4.27 -4.39 -6.23
C -4.07 -5.98 -5.92
C -4.40 -6.33 -4.46
N -3.63 -5.44 -3.57
O -3.87 -5.71 -2.19
C -5.95 -6.32 -4.12
C -3.83 -7.78 -4.27
C -4.74 -3.18 -3.17
H -1.20 -3.87 -3.54
H -2.15 -3.75 -2.03
H -2.05 -2.47 -3.02
H -3.12 -2.61 -5.41
H -2.34 -4.17 -5.53
H -4.02 -4.27 -7.29
H -5.33 -4.14 -6.25
H -3.04 -6.25 -6.14
H -4.74 -6.64 -6.47
H -6.20 -6.54 -3.08
H -6.45 -5.36 -4.20
H -6.49 -7.03 -4.73
H -4.27 -8.15 -3.35
H -4.16 -8.38 -5.12
H -2.74 -7.84 -4.29
H -4.91 -3.53 -2.15
H -5.61 -3.38 -3.80
H -4.60 -2.10 -3.13
H -2.98 -5.89 -1.88
C 7.13 -5.17 0.40
C 6.83 -3.82 1.00
C 5.37 -3.46 0.57
C 4.69 -2.39 1.42
C 4.73 -2.72 2.87
C 6.25 -2.84 3.25
N 6.86 -3.94 2.44
O 8.15 -4.15 2.91
C 7.02 -1.46 3.37
C 6.16 -3.51 4.66
C 7.77 -2.84 0.33
H 6.78 -5.95 1.08
H 8.21 -5.26 0.50
H 6.83 -5.37 -0.63
H 5.40 -3.33 -0.51
H 4.79 -4.36 0.78
H 3.67 -2.26 1.05
H 5.15 -1.41 1.27
H 4.27 -3.67 3.13
H 4.22 -1.98 3.49
H 6.45 -0.82 4.05
H 7.99 -1.58 3.83
H 7.08 -0.92 2.42
H 5.41 -3.06 5.31
H 5.78 -4.53 4.57
H 7.00 -3.52 5.37
H 7.50 -1.82 0.60
H 7.87 -2.81 -0.76
H 8.82 -2.95 0.58
H 8.13 -5.11 3.00
C -8.52 6.56 2.95
C -6.99 6.37 2.78
C -6.48 6.38 1.23
C -6.41 7.75 0.59
C -5.57 8.67 1.48
C -5.94 8.64 3.08
N -6.18 7.30 3.61
O -6.62 7.24 4.97
C -4.78 9.36 3.89
C -7.18 9.58 3.19
C -6.56 4.97 3.31
H -9.04 5.78 3.50
H -8.98 6.83 2.00
H -8.86 7.44 3.49
H -5.47 5.99 1.35
H -7.15 5.73 0.67
H -7.41 8.16 0.49
H -5.99 7.77 -0.42
H -5.59 9.74 1.32
H -4.53 8.39 1.33
H -3.88 8.75 3.95
H -4.48 10.30 3.43
H -5.01 9.65 4.91
H -7.85 9.35 4.02
H -6.97 10.65 3.25
H -7.85 9.36 2.36
H -5.55 4.60 3.19
H -7.34 4.29 2.96
H -6.83 4.87 4.36
H -7.50 7.61 4.93
C 4.50 -5.46 -4.71
C 4.12 -6.59 -3.75
C 3.85 -5.98 -2.35
C 2.55 -5.16 -2.23
C 1.37 -6.16 -2.39
C 1.39 -6.87 -3.79
N 2.83 -7.31 -4.09
O 2.93 -7.99 -5.29
C 0.42 -8.01 -3.78
C 0.94 -5.85 -4.93
C 5.17 -7.67 -3.50
H 4.03 -4.51 -4.48
H 4.32 -5.60 -5.78
H 5.57 -5.26 -4.62
H 3.78 -6.77 -1.59
H 4.71 -5.37 -2.07
H 2.36 -4.27 -2.84
H 2.55 -4.73 -1.23
H 0.45 -5.60 -2.26
H 1.15 -6.89 -1.61
H -0.63 -7.78 -3.63
H 0.41 -8.43 -4.79
H 0.64 -8.83 -3.09
H -0.08 -5.53 -4.73
H 1.39 -4.90 -5.21
H 0.88 -6.41 -5.86
H 5.48 -8.22 -4.39
H 4.78 -8.44 -2.83
H 6.10 -7.37 -3.02
H 3.05 -7.33 -5.97
C 7.28 6.28 1.25
C 6.47 5.24 0.34
C 6.09 4.07 1.31
C 4.91 4.37 2.25
C 3.76 4.96 1.48
C 4.07 6.10 0.46
N 5.27 5.85 -0.32
O 5.51 6.85 -1.27
C 2.91 6.05 -0.55
C 4.08 7.46 1.27
C 7.38 4.54 -0.70
H 6.87 6.43 2.25
H 7.18 7.16 0.62
H 8.29 5.88 1.23
H 5.83 3.14 0.80
H 6.98 4.04 1.93
H 5.11 5.04 3.08
H 4.55 3.51 2.82
H 3.17 5.25 2.35
H 3.24 4.09 1.08
H 2.02 6.33 0.02
H 3.04 6.79 -1.34
H 2.71 5.03 -0.88
H 3.19 7.83 1.78
H 4.85 7.19 1.99
H 4.47 8.42 0.92
H 6.77 3.76 -1.14
H 8.28 4.04 -0.34
H 7.77 5.15 -1.52
H 6.09 6.34 -1.85
C -1.11 5.97 -0.36
C -1.49 5.74 -1.79
C -2.91 6.21 -2.31
C -3.01 7.67 -2.44
C -1.96 8.31 -3.49
C -0.52 7.84 -3.02
N -0.53 6.40 -2.76
O 0.81 5.94 -2.64
C 0.45 8.19 -4.19
C -0.18 8.80 -1.85
C -1.44 4.23 -2.19
H -1.98 5.72 0.25
H -1.03 7.01 -0.05
H -0.17 5.49 -0.07
H -2.97 5.76 -3.29
H -3.75 5.75 -1.79
H -2.78 8.20 -1.52
H -4.05 7.86 -2.73
H -2.13 9.38 -3.41
H -2.09 8.18 -4.57
H 0.21 7.57 -5.06
H 0.63 9.22 -4.49
H 1.49 7.99 -3.94
H 0.76 8.62 -1.33
H -0.09 9.81 -2.25
H -0.86 8.79 -1.01
H -2.38 3.77 -1.88
H -0.63 3.66 -1.74
H -1.34 4.07 -3.26
H 0.99 6.14 -1.72
C 2.56 -9.10 0.50
C 2.52 -9.10 2.09
C 3.62 -8.10 2.48
C 3.30 -6.65 2.50
C 2.08 -6.47 3.34
C 0.90 -7.20 2.92
N 1.17 -8.61 2.56
O 0.17 -9.42 2.25
C -0.06 -7.11 4.16
C 0.18 -6.59 1.71
C 2.89 -10.53 2.67
H 3.59 -9.22 0.17
H 2.26 -8.11 0.16
H 1.83 -9.83 0.14
H 4.24 -8.45 3.30
H 4.24 -8.08 1.58
H 3.25 -6.22 1.50
H 4.14 -6.09 2.90
H 1.92 -5.44 3.02
H 2.29 -6.64 4.39
H 0.22 -7.77 4.99
H -0.17 -6.13 4.62
H -1.02 -7.51 3.83
H -0.79 -6.92 1.36
H -0.02 -5.52 1.81
H 0.75 -6.69 0.78
H 2.21 -11.20 2.14
H 2.71 -10.76 3.72
H 3.91 -10.87 2.46
H 0.23 -10.12 2.89
C 0.87 0.54 -4.31
C 2.32 0.68 -3.89
C 2.72 2.18 -4.09
C 3.82 2.82 -3.19
C 3.50 2.50 -1.72
C 3.40 0.95 -1.53
N 2.36 0.35 -2.43
O 2.24 -1.02 -2.23
C 4.84 0.31 -1.67
C 2.93 0.81 0.02
C 3.24 -0.31 -4.72
H 0.13 0.97 -3.64
H 0.68 -0.49 -4.62
H 0.76 1.08 -5.26
H 3.06 2.35 -5.11
H 1.84 2.82 -4.05
H 3.72 3.90 -3.24
H 4.84 2.47 -3.38
H 2.57 2.86 -1.28
H 4.18 2.94 -1.00
H 5.52 0.88 -2.30
H 5.36 0.25 -0.72
H 4.82 -0.70 -2.08
H 1.84 0.72 0.05
H 3.44 -0.03 0.50
H 3.22 1.61 0.69
H 3.03 -1.38 -4.79
H 4.24 -0.28 -4.28
H 3.21 0.02 -5.76
H 3.07 -1.38 -2.54
C -3.68 -1.20 3.20
C -3.70 -1.68 4.69
C -5.19 -1.89 5.15
C -5.77 -3.20 4.54
C -4.87 -4.36 5.04
C -3.39 -4.26 4.59
N -2.91 -2.97 4.95
O -1.58 -2.80 4.75
C -2.56 -5.40 5.35
C -3.16 -4.66 3.10
C -3.22 -0.43 5.51
H -4.43 -0.49 2.86
H -3.86 -2.00 2.49
H -2.69 -0.80 2.98
H -5.26 -1.97 6.24
H -5.82 -1.13 4.68
H -5.80 -3.23 3.45
H -6.85 -3.31 4.60
H -5.21 -5.15 4.36
H -4.97 -4.63 6.09
H -1.57 -5.17 5.77
H -3.08 -5.78 6.23
H -2.33 -6.25 4.71
H -3.65 -4.07 2.32
H -2.09 -4.56 2.94
H -3.51 -5.65 2.79
H -3.18 -0.78 6.54
H -3.91 0.35 5.20
H -2.18 -0.19 5.27
H -1.51 -2.75 3.79

ΔE to the lowest compared entry with this formula, charge and spin: 200.6 kcal/mol
net charge: 0
electronic energy: -5425.269680 Ha

The following is a DFT calculation (ωB97M-V/def2-TZVPD) of a molecular structure, C24H44ClF5GaP2S at a distorted geometry.

Geometry (Å):
Ga 0.94 0.43 -1.11
Cl 2.33 0.95 -2.75
P 1.97 1.68 0.90
C 2.41 3.32 0.13
C 1.29 2.05 2.57
C 3.52 0.68 1.05
C 1.23 3.87 -0.70
H 3.23 3.04 -0.55
C 2.92 4.35 1.13
H 2.10 4.81 1.70
H 3.40 5.15 0.56
H 3.66 3.95 1.83
H 1.13 3.32 -1.64
H 1.43 4.92 -0.95
H 0.28 3.81 -0.16
H 3.86 0.62 0.00
C 3.26 -0.75 1.56
C 4.58 1.42 1.86
H 4.95 2.30 1.33
H 5.43 0.75 2.02
H 4.21 1.72 2.85
H 2.23 -1.09 1.41
H 3.52 -0.86 2.62
H 3.90 -1.44 0.99
C -0.09 2.72 2.43
H 2.01 2.76 3.01
C 1.18 0.81 3.46
H -0.04 3.70 1.94
H -0.53 2.85 3.42
H -0.77 2.06 1.86
H 0.59 0.03 2.97
H 0.64 1.08 4.38
H 2.15 0.41 3.75
H -0.16 1.52 -0.94
H 1.15 -1.00 -0.50
P -0.83 -1.12 -2.48
C 0.33 -2.13 -3.54
C -2.15 -2.28 -1.93
C -1.54 0.19 -3.56
C 1.50 -2.67 -2.71
H 0.71 -1.37 -4.24
C -0.35 -3.24 -4.33
H -0.58 -4.11 -3.70
H 0.36 -3.57 -5.10
H -1.26 -2.92 -4.84
H 2.19 -1.86 -2.43
H 2.06 -3.40 -3.31
H 1.16 -3.16 -1.79
H -0.63 0.72 -3.91
C -2.40 1.20 -2.77
C -2.26 -0.40 -4.76
H -1.55 -0.88 -5.45
H -2.75 0.41 -5.31
H -3.03 -1.13 -4.48
H -2.29 1.13 -1.68
H -3.47 1.09 -3.02
H -2.10 2.22 -3.06
C -1.56 -3.25 -0.90
H -2.43 -2.82 -2.85
C -3.38 -1.58 -1.35
H -0.90 -4.00 -1.35
H -2.37 -3.79 -0.38
H -1.00 -2.71 -0.12
H -3.10 -0.98 -0.47
H -4.09 -2.34 -1.01
H -3.89 -0.94 -2.08
F -3.88 -2.27 6.20
C -3.32 -1.83 5.05
C -2.50 -2.69 4.31
F -2.26 -3.94 4.74
C -1.90 -2.23 3.15
F -1.01 -3.01 2.51
C -2.14 -0.92 2.67
S -1.38 -0.37 1.28
C -2.97 -0.07 3.45
F -3.16 1.21 3.06
C -3.53 -0.52 4.63
F -4.24 0.34 5.41

net charge: -1
electronic energy: -4906.131747 Ha

Number 1: HOMO level -8.94 eV, Kohn-Sham gap 9.83 eV. Number 2: HOMO level -30.14 eV, Kohn-Sham gap 7.87 eV. Number 3: HOMO level -7.51 eV, Kohn-Sham gap 7.87 eV. Number 4: HOMO level -3.86 eV, Kohn-Sham gap 6.54 eV.